13 unconnected molecules or ions with the total composition C43H86Cl6O10. Source: the OMol25 dataset; level of theory: ωB97M-V with the def2-TZVPD basis set.

Summary:
Relative energy (zero: lowest compared OMol25 entry of this formula, charge and spin) = 0.000 eV
Gap between HOMO and LUMO = 10.04 eV
HOMO = -9.5681 eV

The geometry in XYZ format:
```
145
Properties=species:S:1:pos:R:3:lowdin_charge:R:1
C -3.26 3.00 2.90 -0.991
Cl -4.73 2.92 3.90 0.518
Cl -3.62 3.65 1.28 0.555
H -2.57 3.62 3.37 -0.022
H -2.84 2.06 2.78 -0.025
C -0.75 -4.74 -2.94 -0.911
Cl -1.99 -5.40 -4.09 0.500
Cl 0.88 -4.48 -3.74 0.471
H -0.97 -3.79 -2.51 -0.025
H -0.63 -5.50 -2.24 -0.010
C -4.33 3.37 -2.31 -0.980
Cl -5.08 4.17 -3.70 0.516
Cl -2.69 2.69 -2.65 0.545
H -4.29 4.08 -1.52 -0.014
H -4.98 2.55 -2.08 -0.018
C -2.84 -3.56 1.57 -0.173
C -1.43 -3.79 2.09 -0.162
C -0.56 -3.11 1.05 -0.140
O -1.30 -3.39 -0.19 -0.164
C -2.65 -3.49 0.12 -0.253
H -3.26 -2.68 2.05 0.092
H -3.51 -4.39 1.86 0.128
H -1.17 -4.87 2.16 0.125
H -1.34 -3.44 3.12 0.088
H 0.45 -3.50 0.86 0.110
H -0.53 -2.03 1.27 0.115
H -2.90 -4.44 -0.30 0.119
H -3.20 -2.63 -0.37 0.127
C 3.21 3.63 -3.46 -0.157
C 2.73 4.52 -2.34 -0.156
C 3.32 3.87 -1.09 -0.221
O 3.96 2.70 -1.51 -0.178
C 4.43 2.89 -2.84 -0.161
H 3.43 4.17 -4.34 0.088
H 2.44 2.92 -3.80 0.106
H 1.64 4.56 -2.42 0.111
H 3.01 5.55 -2.39 0.099
H 2.59 3.65 -0.31 0.097
H 4.05 4.56 -0.65 0.120
H 4.73 1.91 -3.24 0.124
H 5.32 3.57 -2.82 0.131
C 3.42 -4.51 1.45 -0.146
C 3.09 -3.26 2.33 -0.149
C 4.01 -3.50 3.56 -0.161
O 4.72 -4.76 3.35 -0.133
C 3.93 -5.50 2.49 -0.253
H 4.22 -4.23 0.74 0.121
H 2.58 -4.83 0.82 0.095
H 2.04 -3.24 2.68 0.087
H 3.21 -2.30 1.79 0.093
H 3.45 -3.64 4.46 0.099
H 4.72 -2.68 3.75 0.110
H 3.10 -6.02 3.00 0.124
H 4.62 -6.24 2.11 0.118
C 0.19 -1.15 4.44 -0.149
C 0.75 0.25 4.84 -0.112
C -0.59 1.08 4.91 -0.176
O -1.67 0.40 4.27 -0.128
C -1.31 -0.94 4.53 -0.229
H 0.52 -1.95 5.10 0.109
H 0.58 -1.41 3.44 0.093
H 1.42 0.66 4.12 0.060
H 1.21 0.17 5.82 0.109
H -0.52 2.07 4.49 0.081
H -0.79 1.16 6.01 0.132
H -1.99 -1.57 3.90 0.111
H -1.66 -1.24 5.54 0.127
C 4.35 0.45 3.02 -0.162
C 5.14 0.19 1.74 -0.151
C 5.70 1.58 1.50 -0.190
O 6.20 1.95 2.81 -0.145
C 5.21 1.53 3.76 -0.171
H 4.11 -0.40 3.63 0.083
H 3.35 0.84 2.83 0.063
H 4.52 -0.15 0.93 0.092
H 6.05 -0.41 1.92 0.129
H 4.95 2.31 1.19 0.105
H 6.50 1.75 0.79 0.123
H 4.65 2.38 4.14 0.101
H 5.70 1.11 4.64 0.114
C -4.39 -0.80 -5.21 -0.157
C -3.48 -1.99 -4.94 -0.161
C -2.96 -1.78 -3.54 -0.225
O -3.27 -0.43 -3.24 -0.181
C -4.52 -0.14 -3.87 -0.215
H -5.32 -1.15 -5.72 0.124
H -3.85 -0.17 -5.94 0.116
H -2.62 -1.91 -5.57 0.094
H -3.94 -3.00 -4.99 0.109
H -1.89 -1.94 -3.45 0.087
H -3.42 -2.32 -2.73 0.102
H -4.62 0.93 -3.99 0.091
H -5.40 -0.54 -3.37 0.118
C 1.56 3.40 2.98 -0.130
C 1.44 4.28 4.27 -0.148
C 0.22 5.10 4.01 -0.235
O -0.62 4.21 3.35 -0.225
C 0.12 3.39 2.37 -0.131
H 1.96 2.40 3.15 0.063
H 2.23 3.83 2.22 0.100
H 2.31 4.91 4.46 0.111
H 1.31 3.52 5.05 0.110
H 0.46 6.03 3.47 0.128
H -0.30 5.37 4.95 0.134
H 0.03 3.96 1.45 0.114
H -0.53 2.48 2.31 0.111
C -5.03 -0.28 0.96 -0.157
C -6.52 -0.24 1.31 -0.163
C -6.97 1.00 0.57 -0.169
O -6.06 1.23 -0.59 -0.172
C -5.04 0.20 -0.48 -0.211
H -4.61 -1.27 0.94 0.074
H -4.43 0.33 1.66 0.111
H -6.68 -0.23 2.37 0.105
H -7.05 -1.16 0.94 0.127
H -6.89 1.90 1.22 0.117
H -8.01 1.01 0.21 0.117
H -4.14 0.70 -0.79 0.089
H -5.24 -0.68 -1.14 0.118
C 0.41 -0.80 -5.79 -0.140
C 0.97 -1.74 -6.87 -0.149
C 2.44 -1.27 -7.04 -0.195
O 2.75 -0.80 -5.76 -0.142
C 1.67 -0.04 -5.32 -0.222
H -0.06 -1.27 -4.91 0.087
H -0.35 -0.18 -6.25 0.105
H 0.46 -1.63 -7.84 0.115
H 0.98 -2.75 -6.57 0.074
H 2.46 -0.53 -7.84 0.117
H 3.10 -2.09 -7.21 0.113
H 1.78 0.97 -5.71 0.111
H 1.85 0.06 -4.22 0.110
C 0.10 0.06 -1.71 -0.158
C 1.52 -0.31 -1.24 -0.118
C 1.66 0.48 0.10 -0.168
O 0.30 0.62 0.57 -0.168
C -0.40 0.95 -0.60 -0.252
H -0.55 -0.77 -1.88 0.087
H 0.05 0.58 -2.68 0.109
H 2.31 0.08 -1.91 0.100
H 1.69 -1.38 -0.97 0.112
H 2.11 1.43 -0.14 0.089
H 2.18 -0.04 0.92 0.103
H -0.20 2.03 -0.83 0.113
H -1.48 0.85 -0.31 0.124
```

A single C12H11BrN8O4 molecule. Source: the OMol25 dataset; level of theory: ωB97M-V with the def2-TZVPD basis set.

Summary:
Relative energy (zero: lowest compared OMol25 entry of this formula, charge and spin) = 0.000 eV
Gap between HOMO and LUMO = 6.75 eV
HOMO = -8.0935 eV

The geometry in XYZ format:
```
36
Properties=species:S:1:pos:R:3:lowdin_charge:R:1
O -4.49 3.60 2.71 0.059
N -3.26 3.75 2.73 -0.332
O -2.73 4.82 3.12 0.014
C -2.32 2.71 2.31 -0.095
C -0.95 2.96 2.19 0.088
C -0.03 1.97 1.83 -0.120
N 1.38 2.11 2.06 -0.336
O 1.88 3.15 2.54 0.048
O 2.08 1.10 1.77 0.001
C -0.36 0.53 1.68 -0.225
N -1.81 0.44 1.65 -0.025
N -2.42 -0.78 1.60 0.036
N -3.64 -0.60 2.01 -0.037
N -3.87 0.69 2.35 0.080
C -2.72 1.35 2.12 -0.225
H -0.61 3.98 2.41 0.136
H -0.03 0.00 2.61 0.178
C 2.81 -3.03 -2.75 -0.049
N 1.67 -2.14 -2.82 -0.189
C 1.07 -2.24 -4.12 -0.107
C 1.13 -1.51 -1.73 -0.214
C 0.40 -0.28 -1.84 -0.487
Br 0.48 0.79 -3.45 0.818
C -0.15 0.30 -0.71 -0.028
N 0.17 -0.16 0.54 -0.014
C 0.77 -1.38 0.66 0.018
C 1.33 -2.03 -0.42 0.045
H 3.37 -2.94 -1.81 0.090
H 2.49 -4.07 -2.89 0.104
H 3.49 -2.79 -3.59 0.105
H 0.09 -1.77 -4.18 0.055
H 1.72 -1.79 -4.87 0.092
H 0.97 -3.30 -4.38 0.099
H -0.72 1.22 -0.79 0.143
H 0.87 -1.75 1.69 0.153
H 1.95 -2.92 -0.25 0.123
```

10 unconnected molecules or ions with the total composition C29H43Cl27FN4O9PS3. Source: the OMol25 dataset; level of theory: ωB97M-V with the def2-TZVPD basis set.

Summary:
SMILES = C=C[C@]1(C(=O)NC(=O)F)[C@@](CCO)(COCCC)[C@@](CNC)(N=C=S)OS(=O)(=O)[C@]1(NCCC)P(O)(O)=S.ClC(Cl)Cl.ClC(Cl)Cl.ClC(Cl)Cl.ClC(Cl)Cl.ClC(Cl)Cl.ClC(Cl)Cl.ClC(Cl)Cl.ClC(Cl)Cl.ClC(Cl)Cl
Gap between HOMO and LUMO = 9.18 eV
HOMO = -9.0862 eV

The geometry in XYZ format:
```
117
Properties=species:S:1:pos:R:3:lowdin_charge:R:1
C 2.17 -2.77 3.34 0.065
C 1.34 -1.70 3.37 -0.140
C 0.48 -1.17 2.22 -0.149
C 1.47 -1.35 0.97 -0.335
O 2.65 -1.26 1.18 0.129
N 1.04 -1.48 -0.40 0.196
C 2.15 -1.06 -1.17 -0.583
O 2.38 0.01 -1.60 0.152
F 2.98 -2.07 -1.40 0.139
C 0.21 0.40 2.37 -0.183
C 0.16 0.88 3.86 -0.132
C -0.98 0.51 4.78 -0.225
O -1.09 1.51 5.81 -0.075
C 1.52 1.20 1.97 -0.139
O 1.94 1.33 0.63 -0.137
C 1.94 2.68 0.17 -0.205
C 2.00 2.77 -1.33 -0.233
C 1.67 4.18 -1.82 -0.083
C -1.08 0.89 1.62 -0.349
C -1.58 2.25 2.07 -0.126
N -2.96 2.49 1.67 -0.068
C -3.23 3.80 1.10 -0.209
N -0.82 0.93 0.20 0.154
C -1.48 1.35 -0.73 -0.741
S -2.27 1.96 -1.93 0.784
O -2.21 -0.01 1.85 -0.168
S -2.29 -1.48 1.28 0.640
O -3.48 -2.04 1.87 -0.285
O -2.17 -1.53 -0.14 -0.224
C -0.83 -2.16 2.15 -0.365
N -0.40 -3.46 1.64 -0.047
C -1.29 -4.29 0.81 -0.286
C -0.80 -5.74 0.87 -0.260
C 0.34 -5.99 -0.12 -0.102
P -1.61 -2.65 3.84 0.293
O -2.62 -1.53 4.33 -0.218
O -0.42 -2.64 4.89 -0.209
S -2.48 -4.40 3.83 0.406
H 2.89 -2.91 4.14 0.075
H 2.21 -3.50 2.54 0.068
H 1.22 -1.24 4.34 0.093
H 0.96 -2.49 -0.57 0.136
H 0.13 1.97 3.85 0.108
H 1.12 0.68 4.32 0.122
H -0.85 -0.45 5.27 0.094
H -1.92 0.56 4.25 0.104
H -0.40 1.34 6.46 0.015
H 2.32 0.70 2.51 0.138
H 1.45 2.20 2.40 0.123
H 1.05 3.21 0.52 0.099
H 2.80 3.19 0.61 0.137
H 1.29 2.08 -1.76 0.082
H 2.97 2.45 -1.70 0.111
H 1.01 4.69 -1.12 0.064
H 2.56 4.78 -2.00 0.070
H 1.11 4.12 -2.76 0.069
H -0.90 3.02 1.70 0.123
H -1.53 2.34 3.15 0.109
H -3.28 1.79 1.01 0.083
H -2.35 4.25 0.64 0.056
H -3.64 4.48 1.85 0.006
H -3.96 3.70 0.30 0.054
H -0.13 -4.06 2.41 0.064
H -2.33 -4.26 1.14 0.062
H -1.31 -3.99 -0.24 0.096
H -0.43 -5.96 1.87 0.097
H -1.63 -6.42 0.67 0.050
H 0.61 -7.05 -0.13 0.069
H 1.24 -5.45 0.18 0.066
H 0.07 -5.70 -1.13 0.068
H -3.51 -1.89 4.19 0.082
H -0.70 -3.21 5.63 0.094
C -0.45 7.26 2.75 -1.550
Cl 0.05 8.27 1.40 0.534
Cl -2.04 6.55 2.45 0.573
Cl 0.74 6.00 3.08 0.515
H -0.52 7.88 3.63 0.010
C 1.72 -0.77 -4.75 -1.534
Cl 2.06 -2.11 -5.84 0.526
Cl 1.51 0.73 -5.64 0.514
Cl 0.31 -1.09 -3.74 0.579
H 2.57 -0.65 -4.08 0.000
C -0.88 2.98 8.81 -1.547
Cl -0.15 4.57 9.00 0.537
Cl 0.35 1.71 8.88 0.543
Cl -2.12 2.70 10.04 0.542
H -1.35 2.94 7.84 -0.006
C -6.76 3.09 3.60 -1.543
Cl -7.59 4.40 4.45 0.523
Cl -6.33 3.59 1.97 0.568
Cl -5.34 2.57 4.50 0.531
H -7.44 2.26 3.53 0.010
C 2.97 3.44 -8.60 -1.527
Cl 3.64 4.76 -7.64 0.508
Cl 4.06 2.05 -8.60 0.503
Cl 1.35 3.02 -8.02 0.514
H 2.87 3.78 -9.63 0.012
C -3.86 -7.41 -1.88 -1.535
Cl -2.74 -8.32 -0.86 0.543
Cl -3.44 -5.71 -1.93 0.568
Cl -3.90 -8.09 -3.51 0.514
H -4.85 -7.51 -1.45 0.013
C 0.17 -8.48 -5.16 -1.556
Cl 1.06 -6.97 -5.28 0.525
Cl 1.24 -9.86 -5.44 0.525
Cl -0.63 -8.61 -3.59 0.497
H -0.59 -8.49 -5.93 0.012
C 5.78 8.03 -6.46 -1.561
Cl 6.48 9.35 -5.51 0.526
Cl 6.85 6.63 -6.46 0.522
Cl 4.18 7.61 -5.86 0.506
H 5.68 8.37 -7.48 0.011
C 3.26 -2.36 -10.27 -1.548
Cl 3.59 -3.70 -9.17 0.514
Cl 3.44 -0.81 -9.46 0.489
Cl 4.30 -2.45 -11.69 0.524
H 2.23 -2.45 -10.60 0.011
```

Question: The lowest HOMO belongs to which entry?
Answer: C43H86Cl6O10